ORCA calculation (ωB97M-V with the def2-TZVPD basis set) on a single C2H7N5 molecule.

Total charge: 0
Energy relative to the best compared isomer or geometry (same formula, charge and spin) (kcal/mol): 97.66
Structure (SMILES): CN1CN=NN1N
DFT total energy (eV): -9633.8038

Geometry as XYZ:
```
14
Properties=species:S:1:pos:R:3:forces:R:3
C 1.31637 -0.42225 0.31409 1.4 0.6 0.8
N 0.28773 -0.32454 -0.66519 -2.9 -1.4 0.7
C -0.71547 -1.39312 -0.36171 -0.7 -1.3 -1.4
N -1.87485 -0.73945 0.39354 0.8 1.0 -0.9
N -1.72813 0.51071 0.31822 1.0 -2.0 0.3
N -0.58484 0.82222 -0.35633 0.2 0.9 -1.5
N 0.04796 2.02944 -0.16657 -0.1 0.4 0.7
H 2.04940 0.31053 -0.05134 0.0 0.1 1.2
H 0.89020 -0.32289 1.34553 0.8 0.3 -0.5
H 1.84650 -1.37783 0.27391 -0.4 -0.1 -0.3
H -0.32628 -2.28558 0.25801 -0.4 1.6 -1.0
H -1.08079 -1.82008 -1.39224 0.2 0.8 2.0
H 0.15890 2.18511 0.85782 -0.2 0.6 -1.4
H -0.28670 2.82775 -0.76772 0.2 -1.5 1.3
```
Forces are in eV/Å.